#a
Molecular formula: C6H14N4O2
Method: DFT, ωB97M-V with the def2-TZVPD basis set

Its SMILES is [H]/N=C(/N)NCCC[C@H](N)C(=O)O. Its frontier orbital gap is 9.52 eV. As for the HOMO energy: -9.042 eV.

The geometry in XYZ format:
```
26
C6H14N4O2 ωB97M-V with the def2-TZVPD basis set
H -4.06 1.98 0.57
N -4.62 1.10 0.58
C -3.79 0.09 0.22
N -4.01 -1.09 -0.35
N -2.43 0.39 -0.20
C -1.28 -0.45 0.18
C -0.12 -0.05 -0.68
C 1.06 -0.85 0.16
C 2.55 -0.54 -0.42
N 3.36 -1.47 0.20
C 2.88 0.67 0.11
O 3.28 0.64 1.20
O 2.79 1.76 -0.82
H -3.78 -1.18 -1.31
H -5.00 -1.49 0.02
H -2.25 1.34 0.26
H -1.61 -1.56 0.32
H -0.75 -0.26 1.26
H 0.25 0.94 -0.51
H -0.12 -0.22 -1.76
H 1.10 -1.93 0.18
H 1.00 -0.37 1.33
H 2.85 -0.69 -1.39
H 4.12 -1.48 -0.67
H 3.79 -1.27 1.14
H 1.97 1.23 -1.37
```

#b
Molecular formula: C6H14N4O2
Method: DFT, ωB97M-V with the def2-TZVPD basis set

Its SMILES is [H]/N=C(\N)NCCC[C@H](N)C(=O)O. Its frontier orbital gap is 9.04 eV. As for the HOMO energy: -8.519 eV.

The geometry in XYZ format:
```
26
C6H14N4O2 ωB97M-V with the def2-TZVPD basis set
H -5.48 -0.44 -0.33
N -4.52 -0.92 -0.24
C -3.47 -0.09 -0.12
N -3.63 1.25 -0.64
N -2.10 -0.58 0.18
C -0.87 0.17 0.00
C 0.09 -0.31 1.07
C 1.52 0.33 0.98
C 2.02 -0.24 -0.30
N 1.97 -1.67 -0.46
C 3.45 0.14 -0.39
O 4.40 -0.57 -0.39
O 3.56 1.45 -0.29
H -4.64 1.37 -0.97
H -3.21 2.12 -0.23
H -1.92 -1.62 0.32
H -1.12 1.31 0.24
H -0.51 0.03 -1.01
H -0.40 0.10 2.03
H 0.19 -1.40 0.93
H 1.45 1.49 0.90
H 2.31 0.14 1.84
H 1.40 0.20 -1.22
H 3.15 -1.89 -0.18
H 1.84 -1.95 -1.48
H 4.50 1.56 -0.23
```

Stability, highest: #b

#a
Molecular formula: C3H10S2
Method: DFT, ωB97M-V with the def2-TZVPD basis set

Its SMILES is CSC.CS. Its frontier orbital gap is 9.40 eV. As for the HOMO energy: -8.512 eV.

The geometry in XYZ format:
```
15
C3H10S2 ωB97M-V with the def2-TZVPD basis set
C 1.40 0.75 -2.38
S 1.32 0.81 -0.54
C 1.73 -0.89 -0.03
H 1.65 -0.13 -2.95
H 2.01 1.61 -2.68
H 0.41 1.10 -2.73
H 1.47 -1.01 1.03
H 1.14 -1.61 -0.61
H 2.75 -1.28 -0.09
C -2.50 -0.27 2.13
S -1.87 1.43 1.77
H -1.91 -1.04 1.65
H -2.63 -0.22 3.20
H -3.52 -0.37 1.72
H -1.47 1.13 0.51
```

#b
Molecular formula: C3H10S2
Method: DFT, ωB97M-V with the def2-TZVPD basis set

Its SMILES is CSC.CS. Its frontier orbital gap is 9.16 eV. As for the HOMO energy: -8.328 eV.

The geometry in XYZ format:
```
15
C3H10S2 ωB97M-V with the def2-TZVPD basis set
C -2.01 0.42 -1.02
S -1.87 -0.91 0.18
C -1.36 0.02 1.65
H -2.86 1.07 -0.80
H -2.19 -0.06 -1.98
H -1.11 1.04 -1.10
H -1.28 1.06 1.37
H -2.07 -0.11 2.47
H -0.37 -0.33 1.96
C 2.16 1.44 -0.49
S 2.32 -0.37 -0.23
H 1.36 1.53 -1.21
H 1.91 1.94 0.43
H 3.09 1.83 -0.92
H 3.15 -0.32 0.82
```

Stability, highest: #b

#a
Molecular formula: CH3BrNO2
Method: DFT, ωB97M-V with the def2-TZVPD basis set

Its SMILES is OCO[N-]Br. Its frontier orbital gap is 6.23 eV. As for the HOMO energy: -2.290 eV. As for the total charge: -1.

The geometry in XYZ format:
```
8
CH3BrNO2 ωB97M-V with the def2-TZVPD basis set
O -0.20 1.07 -0.02
C 0.02 -0.27 0.23
O -1.16 -0.86 0.69
N -2.12 -1.10 -0.42
Br -3.34 0.22 -0.42
H -1.17 0.90 -0.31
H 0.37 -0.69 -0.75
H 0.69 -0.32 1.12
```

#b
Molecular formula: CH3BrNO2
Method: DFT, ωB97M-V with the def2-TZVPD basis set

Its frontier orbital gap is 7.40 eV. As for the HOMO energy: -3.847 eV. As for the total charge: -1.

The geometry in XYZ format:
```
8
CH3BrNO2 ωB97M-V with the def2-TZVPD basis set
Br -0.12 2.86 1.80
C -0.54 -0.06 -0.25
N 0.71 -0.86 -0.28
O 1.18 -1.24 0.78
O 1.19 -1.10 -1.37
H -1.11 -0.33 0.63
H -1.07 -0.25 -1.17
H -0.23 0.99 -0.15
```

Stability, highest: #b